(1)
C26H27IrN3O7P3S2 as an isolated structure at a distorted geometry, computed with the ωB97M-V functional and the def2-TZVPD basis.

XYZ file:
```
69
Properties=species:S:1:pos:R:3:forces:R:3:mulliken_charge:R:1
Ir -0.39270 -0.28165 -0.34012 -1.288 0.276 -4.200 1.99
C -2.11771 1.87337 -4.04900 0.026 -0.041 0.051 -1.75
C -1.50706 0.88089 -3.10012 -0.165 0.042 -0.323 0.68
S -0.52586 1.49924 -1.89066 0.735 0.354 1.188 -0.57
C -1.72762 -0.47525 -3.20367 -0.169 0.057 -0.388 0.96
C -2.60360 -1.08983 -4.26077 0.069 0.001 0.112 -1.56
S -1.01090 -1.54118 -2.13256 -0.175 -0.464 0.774 -0.42
H -1.65834 2.85114 -3.91263 -0.015 0.012 -0.012 0.45
H -3.18370 1.96061 -3.82253 0.002 -0.004 -0.003 0.26
H -1.99297 1.57026 -5.08989 -0.016 0.005 -0.001 0.44
H -2.63422 -0.49222 -5.17019 0.017 -0.012 -0.008 0.35
H -3.62123 -1.17667 -3.87188 -0.011 0.032 -0.032 0.27
H -2.25214 -2.09340 -4.50304 -0.036 -0.004 -0.025 0.44
C -2.85128 3.56660 0.07418 -0.139 0.073 0.104 -1.60
C -3.44199 2.37464 0.80164 0.190 -0.448 -0.112 1.14
O -4.48696 2.81469 1.65756 0.021 0.060 -0.045 -0.64
P -2.15568 1.52292 1.79954 0.313 0.326 0.635 0.77
O -2.79806 0.20445 2.40814 -0.022 0.010 -0.098 -0.56
O -2.09055 2.43932 3.11514 0.035 -0.055 -0.127 -0.62
O -0.76953 1.38425 1.25107 -0.181 -0.263 -0.048 -0.95
P -3.96090 1.03763 -0.39560 0.111 -0.050 -0.146 0.52
O -5.15210 0.32467 0.45492 -0.020 0.048 -0.001 -0.56
O -4.48918 1.53847 -1.68493 0.061 0.126 0.077 -0.86
O -2.79004 0.08048 -0.32976 -0.134 -0.057 0.479 -0.83
H -2.51041 4.31542 0.79125 0.006 -0.006 0.002 0.39
H -3.62034 3.99761 -0.56725 0.000 0.001 0.006 0.38
H -2.01677 3.25038 -0.54812 0.014 0.035 -0.008 0.27
H -4.83801 2.03864 2.11304 -0.087 -0.019 -0.088 0.44
H -2.95625 -0.45241 1.70437 -0.026 -0.009 0.022 0.35
H -1.25188 2.27247 3.56359 0.024 0.075 0.031 0.36
H -5.99639 0.64417 0.11661 -0.042 -0.059 -0.019 0.30
C 5.92957 0.42600 3.64112 -0.013 0.011 0.018 -0.43
C 5.28480 1.36440 2.84454 -0.014 -0.001 -0.014 -0.63
C 4.03712 1.07959 2.31190 -0.029 -0.023 0.046 -0.26
C 3.41146 -0.14513 2.55741 0.092 -0.031 -0.279 -0.11
C 4.05707 -1.06795 3.37657 0.024 0.034 0.024 -0.09
C 5.30918 -0.78440 3.91168 -0.038 0.009 0.013 -0.79
P 1.84208 -0.46600 1.62879 0.211 0.115 1.110 0.50
C 1.36061 -2.05741 2.39111 0.079 -0.008 -0.057 0.79
C 0.59914 -1.98998 3.55711 -0.013 -0.054 -0.043 -0.53
C 0.13627 -3.14532 4.16745 0.141 0.043 0.071 -0.80
C 0.43706 -4.38512 3.61647 -0.005 -0.008 -0.009 -0.43
C 1.18727 -4.45903 2.45232 0.055 -0.008 0.011 -0.75
C 1.65152 -3.30000 1.84278 0.015 0.031 0.019 0.06
C 2.48411 -0.87956 0.00700 -0.213 0.095 -0.421 0.37
C 3.78356 -1.25790 -0.31192 -0.048 -0.006 -0.046 -0.18
C 4.13377 -1.45112 -1.63885 0.107 -0.022 0.025 -0.70
C 3.18644 -1.23346 -2.62750 -0.081 0.056 -0.027 -1.03
C 1.88663 -0.85882 -2.30855 0.093 0.206 0.032 0.29
C 1.49374 -0.67357 -0.97838 0.371 -0.476 0.865 -0.31
H 6.90886 0.64008 4.05136 -0.004 0.003 0.002 0.37
H 5.75934 2.31486 2.63219 -0.007 -0.001 0.005 0.38
H 3.53559 1.80679 1.68149 0.031 0.005 -0.003 0.38
H 3.58586 -2.01944 3.58956 0.017 -0.011 -0.030 0.38
H 5.80660 -1.52123 4.53098 -0.014 0.007 0.018 0.39
H 0.34231 -1.01771 3.96522 -0.020 -0.016 0.019 0.28
H -0.47166 -3.08445 5.06044 -0.036 -0.013 -0.036 0.34
H 0.06433 -5.28635 4.08552 -0.052 0.016 -0.028 0.31
H 1.40415 -5.42350 2.00841 0.001 0.007 0.007 0.36
H 2.21790 -3.35625 0.92040 -0.011 -0.023 0.004 0.40
H 4.51926 -1.39050 0.47347 -0.017 -0.010 0.015 0.40
H 5.13851 -1.76015 -1.90078 0.007 0.031 0.000 0.39
H 3.46152 -1.34770 -3.67006 -0.020 -0.035 0.002 0.38
H 1.18217 -0.69468 -3.11189 0.048 0.043 -0.048 0.28
N -3.00300 -4.31375 3.92366 -0.010 0.007 -0.053 -0.67
C -2.81898 -3.80194 2.89919 0.224 0.124 0.053 0.61
N -2.72200 -3.26022 1.70871 -0.471 -0.078 -0.269 -0.84
C -1.77375 -2.61189 1.17212 0.360 -0.251 0.273 0.86
N -0.94621 -2.04647 0.56884 0.144 0.190 0.935 -0.83
```
Positions in Å, forces in eV/Å.

The value obtained for the lowest unoccupied orbital energy (alpha / beta) is 2.5206 / 1.0158 eV. As for the frontier orbital gap (alpha / beta): 7.3 / 6.3 eV. The calculation puts the total energy at -98587.140 eV. Its net charge is -1. The multiplicity is 2. Its relative energy (zero: lowest compared OMol25 entry of this formula, charge and spin) is 233.9 kJ/mol.



(2)
C26H27N4O3PPd as an isolated structure, computed with the ωB97M-V functional and the def2-TZVPD basis.

XYZ file:
```
62
Properties=species:S:1:pos:R:3:forces:R:3:mulliken_charge:R:1
Pd -0.07518 0.25918 1.18408 -0.786 0.321 -0.144 0.06
O 1.81367 3.45312 2.00074 -0.027 -0.014 -0.056 -0.46
N 2.63607 2.33345 1.64117 0.137 0.096 0.087 -0.52
C 2.18349 1.83021 0.52160 -0.129 0.062 -0.086 -0.99
C 2.89065 0.84602 -0.21813 0.160 -0.223 -0.127 1.07
C 4.30735 0.73475 -0.10775 -0.050 0.052 0.024 -1.29
C 5.03918 -0.07519 -0.92916 0.056 -0.038 -0.036 -0.45
C 4.40441 -0.86405 -1.92608 -0.038 0.051 0.057 -0.78
C 3.02895 -0.85944 -1.98431 -0.022 -0.071 -0.041 0.02
C 2.23707 -0.08960 -1.11689 0.135 0.071 0.006 0.14
P 0.49118 -0.37587 -0.90586 0.273 0.002 -0.096 1.78
C 0.24887 -2.15974 -1.26272 -0.081 0.014 -0.043 0.11
C 1.12955 -3.08049 -0.69368 0.038 -0.024 0.010 -0.51
C 0.90515 -4.44407 -0.80606 0.002 0.007 0.000 -0.69
C -0.21255 -4.91622 -1.48245 0.005 0.004 0.003 -0.51
C -1.10289 -4.01046 -2.03994 -0.002 0.024 0.000 -0.63
C -0.87554 -2.64483 -1.92828 0.000 -0.036 0.001 -0.62
C -0.38373 0.40649 -2.32343 0.109 -0.093 -0.107 -0.09
C -1.28241 1.44017 -2.09012 -0.042 0.034 0.029 -0.52
C -1.90786 2.08714 -3.15225 0.008 -0.013 0.041 -0.57
C -1.64035 1.70477 -4.45629 0.015 -0.014 -0.016 -0.44
C -0.73774 0.67384 -4.70075 -0.008 0.009 -0.002 -0.69
C -0.11383 0.03433 -3.64292 -0.020 0.044 0.007 -0.01
H 2.04867 3.57653 2.92231 0.019 0.014 0.061 0.32
H 1.25139 2.23122 0.11209 -0.009 -0.011 0.054 0.69
H 4.80527 1.36720 0.61733 -0.014 0.004 0.006 0.41
H 6.12003 -0.09165 -0.83609 -0.004 -0.008 -0.001 0.36
H 4.98453 -1.49017 -2.59217 -0.007 -0.004 -0.008 0.39
H 2.53789 -1.53021 -2.68428 0.009 0.005 0.006 0.22
H 2.00690 -2.71406 -0.17152 -0.006 -0.002 -0.007 0.45
H 1.60630 -5.14094 -0.36281 0.001 -0.001 0.002 0.39
H -0.38971 -5.98121 -1.56910 0.000 -0.001 0.000 0.37
H -1.98287 -4.36557 -2.56306 0.001 -0.003 -0.002 0.39
H -1.58398 -1.94968 -2.36187 -0.002 0.001 0.003 0.40
H -1.48234 1.74237 -1.06782 -0.001 0.000 -0.005 0.29
H -2.60600 2.89164 -2.95360 0.000 0.001 0.002 0.42
H -2.12647 2.20828 -5.28344 0.000 -0.002 0.000 0.36
H -0.51858 0.37540 -5.71911 0.002 -0.004 0.002 0.39
H 0.59335 -0.76319 -3.83851 0.002 0.003 -0.008 0.27
O -2.00239 -1.25358 2.99298 0.007 0.126 -0.015 -0.89
N -0.76407 -0.77156 3.14779 0.053 0.116 -0.035 0.46
C 0.27429 -1.32463 2.40176 0.052 -0.301 0.309 -0.86
C 1.60535 -1.08870 2.87879 -0.100 0.006 -0.067 -0.33
C 1.83554 -0.25009 3.92619 -0.004 0.083 0.129 -0.22
C 0.74780 0.36697 4.59488 0.054 -0.010 -0.097 -0.62
C -0.51966 0.09981 4.18093 0.109 -0.141 -0.053 -0.26
H -0.00999 -2.22875 1.87709 0.045 -0.060 0.055 0.73
H 2.41821 -1.57727 2.35860 0.009 0.029 -0.016 0.31
H 2.84912 -0.03957 4.23882 0.002 -0.001 -0.022 0.33
H 0.90983 1.07462 5.39462 -0.016 -0.013 0.021 0.39
H -1.42102 0.52377 4.59627 0.013 -0.063 0.095 0.41
C -5.16358 2.93076 1.36427 0.010 0.008 0.000 -1.05
N -3.79731 2.83675 0.90486 0.026 -0.033 0.033 -0.19
C -2.90253 1.88350 1.36454 -0.029 0.085 -0.101 0.42
N -3.42237 0.80792 1.97410 0.016 -0.083 0.062 -0.14
O -1.69742 2.07592 1.17851 0.063 -0.040 0.132 -0.61
H -5.60053 3.84845 0.97532 -0.008 -0.004 -0.001 0.34
H -5.24591 2.94657 2.45668 -0.001 0.001 -0.001 0.34
H -5.76620 2.10208 0.98418 -0.001 0.001 -0.007 0.29
H -3.32436 3.69250 0.66750 -0.005 -0.007 -0.006 0.30
H -4.41846 0.69382 2.00957 -0.004 -0.002 0.004 0.17
H -2.83225 0.00122 2.30288 -0.014 0.050 -0.035 0.14
```
Positions in Å, forces in eV/Å.

The value obtained for the lowest unoccupied orbital energy (alpha / beta) is 2.5644 / 2.5639 eV. As for the frontier orbital gap (alpha / beta): 3.8 / 6.3 eV. The calculation puts the total energy at -52269.642 eV. Its net charge is -1. The multiplicity is 2. Its relative energy (zero: lowest compared OMol25 entry of this formula, charge and spin) is 0.0 kJ/mol.



(3)
One molecule with the formula C26H27N5O5 at a distorted geometry, computed with the ωB97M-V functional and the def2-TZVPD basis.

XYZ file:
```
63
Properties=species:S:1:pos:R:3:forces:R:3:mulliken_charge:R:1
H -0.79287 -0.84695 1.25653 0.250 -0.130 -0.034 0.16
N -0.72388 0.14968 1.10115 -0.406 -0.553 0.149 -0.72
C 0.40585 0.62292 0.75227 0.253 -0.021 0.016 0.73
C 0.55500 2.03744 0.44763 0.647 0.409 -0.335 0.45
C -0.61238 2.97870 0.38805 -0.165 -0.038 0.279 0.18
O -0.52520 4.04851 -0.19205 0.135 0.271 -0.223 -0.72
N -1.71550 2.56279 1.03515 -0.155 0.091 0.168 -0.20
C -2.99758 3.20947 0.87050 0.137 0.244 -0.045 -1.33
C -3.94939 2.27154 0.17372 -0.024 -0.036 -0.031 0.41
C -3.62208 1.79098 -1.08674 -0.012 0.099 0.104 -0.17
C -4.41948 0.86736 -1.75445 -0.291 -0.191 0.003 -1.03
C -5.55720 0.44636 -1.10973 -0.094 0.312 0.585 0.84
C -5.89748 0.92756 0.15372 0.215 -0.192 -0.631 1.02
C -5.10900 1.83470 0.81759 -0.193 -0.127 -0.096 -1.31
O -7.06968 0.34422 0.56256 0.287 0.313 0.265 -0.52
C -7.46020 -0.51427 -0.48588 -1.039 -0.711 -0.021 -0.34
O -6.50505 -0.45781 -1.52315 0.425 0.118 -0.236 -0.50
C 1.77038 2.54397 0.11853 -0.457 -0.107 0.138 -1.07
C 2.92220 1.72262 0.06200 0.038 -0.412 0.058 1.09
C 4.20379 2.26868 -0.25785 -0.341 0.154 0.047 -0.45
O 4.47857 3.42879 -0.47624 -0.002 -0.001 -0.006 -0.68
N 5.25744 1.28363 -0.31253 -0.106 -0.459 0.083 0.01
C 6.50969 1.72321 -0.61134 0.774 0.232 -0.178 -0.50
C 7.55702 0.86750 -0.68919 -0.229 0.281 0.005 -0.66
C 7.34126 -0.50716 -0.45579 -0.448 -0.063 0.093 -0.51
C 6.09397 -0.96997 -0.15454 0.478 0.013 -0.098 0.90
C 5.79966 -2.40963 0.10504 -0.028 0.062 -0.001 -1.35
C 5.00379 -0.04759 -0.07646 -0.031 0.151 -0.024 0.21
N 3.81140 -0.50674 0.21638 -0.236 -0.289 0.049 -0.37
C 2.78016 0.34949 0.29631 0.712 0.738 -0.196 0.57
N 1.56717 -0.16434 0.62095 -0.091 -0.014 0.116 0.04
C 1.45219 -1.60112 0.80125 -0.188 -0.419 -0.023 -1.59
C 0.86404 -2.28191 -0.44598 -0.323 -0.135 0.302 -0.13
C -0.07683 -3.42893 -0.05893 0.302 0.021 -0.247 -0.89
O -1.23730 -2.97866 0.60075 -0.056 0.120 0.298 -0.41
C -2.28877 -2.57355 -0.25962 -0.278 0.073 -0.152 -0.24
C -3.46468 -2.11411 0.58578 0.411 -0.161 -0.150 -0.97
H -1.69978 1.58268 1.32823 0.005 0.103 -0.085 0.47
H -3.39408 3.49637 1.84953 -0.027 0.053 -0.125 0.34
H -2.82557 4.11337 0.27678 -0.089 -0.083 0.162 0.52
H -2.71868 2.14596 -1.55856 0.138 0.035 -0.057 0.49
H -4.16278 0.49559 -2.73215 0.044 -0.046 -0.150 0.46
H -5.37994 2.19208 1.79713 -0.015 0.063 0.175 0.39
H -8.44380 -0.20136 -0.87288 0.261 0.005 0.072 0.29
H -7.53309 -1.54731 -0.10858 0.091 0.245 -0.066 0.28
H 1.86593 3.59307 -0.11962 -0.082 0.084 -0.025 0.59
H 6.57840 2.78903 -0.77455 -0.037 -0.054 0.015 0.47
H 8.54105 1.23480 -0.92666 0.048 0.117 -0.026 0.42
H 8.17276 -1.19277 -0.51717 0.051 -0.121 0.006 0.42
H 5.03135 -2.75921 -0.58129 -0.059 -0.108 -0.014 0.27
H 5.41003 -2.53068 1.11396 -0.051 -0.096 0.063 0.30
H 6.69405 -3.01464 -0.01122 0.064 -0.038 -0.008 0.39
H 0.81500 -1.79962 1.66765 0.104 0.095 -0.051 0.64
H 2.45183 -1.97980 1.00939 -0.241 0.010 0.045 0.45
H 1.66300 -2.66424 -1.08077 0.048 0.022 -0.064 0.40
H 0.30168 -1.54673 -1.02611 0.028 -0.013 -0.045 0.19
H 0.42788 -4.09607 0.64686 -0.016 -0.030 -0.105 0.41
H -0.34827 -4.00710 -0.95283 0.023 -0.013 0.101 0.41
H -1.96337 -1.75244 -0.91364 0.009 -0.074 0.025 0.18
H -2.58107 -3.42349 -0.89565 0.067 0.092 0.046 0.50
H -3.74497 -2.89655 1.28572 -0.075 -0.080 0.070 0.39
H -4.30730 -1.88883 -0.06089 -0.131 0.057 -0.053 0.18
H -3.19930 -1.21950 1.14199 -0.032 0.132 0.061 0.19
```
Positions in Å, forces in eV/Å.

The value obtained for the lowest unoccupied orbital energy is -0.4392 eV. As for the frontier orbital gap: 7.4 eV. The calculation puts the total energy at -45089.210 eV. Its net charge is 0. The structure (SMILES) is [H]/N=c1/c(C(=O)NCc2ccc3c(c2)OCO3)cc2c(=O)n3cccc(C)c3nc2n1CCCOCC. Its relative energy (zero: lowest compared OMol25 entry of this formula, charge and spin) is 0.0 kJ/mol.